(1)
{
  "formula": "C3H5NO2",
  "method": "the ωB97M-V functional and the def2-TZVPD basis",
  "energy_ha": -322.493501,
  "orbital_gap_ev": 11.01,
  "smiles": "O=C=NCC=O.[H][H]",
  "elements": ["O", "C", "N", "C", "C", "O", "H", "H", "H", "H", "H"],
  "positions_angstrom": [[0.824, -1.926, -1.268], [0.247, -0.965, -0.940], [-0.355, 0.072, -0.727], [-1.059, 0.363, 0.481], [-0.157, 0.328, 1.698], [1.014, 0.053, 1.657], [-1.863, -0.367, 0.636], [-1.530, 1.347, 0.410], [-0.665, 0.550, 2.656], [1.099, 0.714, -2.330], [1.441, 0.149, -2.674]],
  "forces_ev_per_a": [[-0.34, 0.69, 0.20], [0.13, -0.40, -0.12], [0.09, -0.62, -0.10], [-0.11, 0.00, 0.22], [0.29, -0.08, 0.09], [-0.50, 0.05, 0.00], [-0.06, 0.13, 0.17], [0.06, -0.06, 0.05], [0.03, 0.07, -0.01], [0.24, -0.01, -0.31], [0.17, 0.22, -0.20]],
  "mulliken_charge": [-0.42, 0.78, -0.47, -0.51, 0.13, -0.45, 0.30, 0.30, 0.33, 0.02, -0.01]
}

(2)
{
  "formula": "C3H5NO2",
  "method": "the ωB97M-V functional and the def2-TZVPD basis",
  "energy_ha": -322.499767,
  "orbital_gap_ev": 10.67,
  "smiles": "O=CCNC=O",
  "elements": ["O", "C", "C", "N", "C", "O", "H", "H", "H", "H", "H"],
  "positions_angstrom": [[1.794, -1.317, -0.399], [1.639, -0.402, 0.375], [0.442, 0.497, 0.330], [-0.498, 0.045, -0.628], [-1.860, -0.147, -0.312], [-2.345, -0.405, 0.765], [2.379, -0.160, 1.156], [-0.061, 0.526, 1.300], [0.785, 1.529, 0.110], [-0.139, -0.533, -1.384], [-2.134, 0.314, -1.260]],
  "forces_ev_per_a": [[0.04, 0.40, 0.38], [0.22, -0.27, -0.02], [0.21, -0.28, 0.42], [0.24, -0.34, 0.62], [1.75, 0.90, 0.06], [0.24, 0.50, -1.23], [0.17, -0.10, -0.04], [0.27, 0.00, 0.18], [-0.02, -0.34, 0.09], [-0.09, 0.41, -0.04], [-3.03, -0.90, -0.41]],
  "mulliken_charge": [-0.48, 0.12, -0.51, -0.20, 0.07, -0.52, 0.34, 0.32, 0.24, 0.29, 0.34]
}

(3)
{
  "formula": "C3H5NO2",
  "method": "the ωB97M-V functional and the def2-TZVPD basis",
  "energy_ha": -322.555476,
  "orbital_gap_ev": 10.97,
  "smiles": "O=C1NCCO1",
  "elements": ["O", "C", "N", "C", "C", "O", "H", "H", "H", "H", "H"],
  "positions_angstrom": [[2.579, -0.107, -0.314], [1.395, 0.038, -0.173], [0.585, -0.609, 0.748], [-0.755, -0.512, 0.218], [-0.721, 0.911, -0.281], [0.595, 0.874, -0.925], [0.935, -1.500, 1.068], [-0.834, -1.056, -0.735], [-1.536, -0.852, 0.896], [-0.658, 1.732, 0.435], [-1.586, 1.080, -0.936]],
  "forces_ev_per_a": [[-0.60, 0.35, -0.19], [0.23, -0.08, 0.03], [0.13, -0.16, -0.13], [-0.28, -0.09, -0.10], [0.08, 0.03, -0.01], [-0.09, 0.14, 0.12], [0.08, 0.07, -0.05], [-0.19, -0.49, 0.27], [0.04, 0.40, 0.12], [-0.24, -0.36, 0.36], [0.81, 0.18, -0.43]],
  "mulliken_charge": [-0.55, 0.54, -0.32, -0.41, -0.37, -0.33, 0.27, 0.25, 0.38, 0.27, 0.28]
}